# 1
Density functional theory data (the ωB97M-V functional and the def2-TZVPD basis) for 15 unconnected molecules or ions with the total composition C31H34Cl43F4N4OS.

## Properties
Frontier orbital gap, Eh: 0.31139
Charge: +1
Lowest unoccupied orbital energy, eV: -3.766

Element x y z (Å)
C  -2.535  1.098  0.625
C  -1.298  1.203  1.527
C  -0.069  1.380  0.618
Cl  1.365  1.925  1.560
C  0.223  0.133  -0.218
C  0.573  -1.082  0.389
C  0.717  -1.304  1.862
C  1.634  -2.471  2.249
S  3.307  -2.379  1.556
C  3.866  -0.772  1.929
N  4.088  0.091  0.997
N  4.553  1.237  1.614
C  4.569  0.975  2.874
O  4.153  -0.270  3.161
N  0.769  -2.151  -0.388
C  0.656  -2.128  -1.710
C  0.319  -0.988  -2.369
C  0.173  -1.091  -3.874
F  0.210  -2.393  -4.250
F  -1.029  -0.631  -4.272
C  1.306  -0.413  -4.697
F  2.413  -0.367  -3.925
F  0.947  0.794  -5.138
C  0.104  0.187  -1.630
C  -0.257  1.463  -2.346
C  0.895  2.467  -2.451
C  2.271  2.135  -1.932
N  0.623  3.584  -2.986
H  -3.428  0.963  1.227
H  -2.469  0.254  -0.066
H  -2.609  2.002  0.023
H  -1.201  0.341  2.172
H  -1.385  2.113  2.114
H  -0.318  2.213  -0.022
H  -0.277  -1.544  2.250
H  1.032  -0.412  2.390
H  1.194  -3.417  1.874
H  1.675  -2.594  3.328
H  4.874  1.715  3.593
H  0.997  -3.051  0.011
H  0.844  -3.035  -2.255
H  1.540  -1.045  -5.553
H  -0.636  1.303  -3.348
H  -1.072  1.916  -1.789
H  2.256  2.199  -0.846
H  2.595  1.124  -2.161
H  3.015  2.845  -2.276
H  1.487  4.124  -2.932
C  -2.625  4.779  4.093
Cl  -1.198  3.875  4.604
Cl  -3.149  4.269  2.480
Cl  -3.932  4.599  5.257
H  -2.356  5.825  4.041
C  1.221  7.189  4.261
Cl  -0.437  7.546  4.756
Cl  2.119  6.454  5.588
Cl  1.244  6.133  2.852
H  1.704  8.121  3.993
C  -2.688  -5.065  -1.413
Cl  -3.653  -5.345  -2.850
Cl  -1.397  -3.893  -1.772
Cl  -3.675  -4.481  -0.079
H  -2.231  -6.001  -1.119
C  5.031  2.054  6.488
Cl  4.089  3.545  6.529
Cl  6.710  2.393  6.071
Cl  4.922  1.206  8.028
H  4.618  1.413  5.720
C  -4.422  -8.274  1.674
Cl  -2.953  -7.454  1.120
Cl  -4.110  -9.982  1.960
Cl  -5.051  -7.495  3.123
H  -5.166  -8.190  0.893
C  1.980  -6.824  2.246
Cl  2.311  -6.326  3.896
Cl  0.635  -7.950  2.177
Cl  1.639  -5.386  1.245
H  2.859  -7.312  1.843
C  -6.724  -1.990  -2.281
Cl  -5.016  -2.382  -2.072
Cl  -7.734  -3.147  -1.413
Cl  -7.058  -0.342  -1.747
H  -6.958  -2.059  -3.335
C  2.053  -4.584  7.479
Cl  0.471  -4.153  6.822
Cl  2.452  -6.257  7.093
Cl  3.297  -3.494  6.867
H  2.012  -4.483  8.555
C  -3.693  -1.337  -6.207
Cl  -4.282  -1.223  -7.864
Cl  -4.661  -0.322  -5.130
Cl  -3.702  -3.009  -5.653
H  -2.673  -0.977  -6.184
C  -6.567  -5.685  -6.488
Cl  -5.656  -6.050  -5.016
Cl  -6.571  -3.943  -6.760
Cl  -5.893  -6.549  -7.866
H  -7.590  -6.009  -6.351
C  -1.110  6.785  -2.489
Cl  -2.138  8.214  -2.484
Cl  0.575  7.225  -2.799
Cl  -1.251  5.921  -0.949
H  -1.438  6.129  -3.285
C  0.643  9.163  0.385
Cl  2.275  8.595  0.753
Cl  -0.349  9.212  1.844
Cl  0.694  10.748  -0.386
H  0.192  8.461  -0.303
C  -0.687  -3.707  -8.709
Cl  -0.480  -3.518  -6.962
Cl  -1.957  -4.876  -9.055
Cl  -1.039  -2.153  -9.462
H  0.242  -4.079  -9.120
C  9.128  5.648  5.385
Cl  7.483  6.017  4.860
Cl  9.583  4.010  4.906
Cl  10.269  6.825  4.743
H  9.157  5.702  6.465

Atom charges from the Löwdin analysis, given in e for atoms 1 to 99: -0.075, -0.246, -0.586, 0.727, -0.076, -0.125, -0.158, -0.479, 0.986, -0.692, 0.044, 0.059, -0.186, 0.060, 0.148, -0.099, -0.029, -0.409, 0.053, 0.122, -0.281, 0.098, 0.126, -0.036, -0.053, -0.387, -0.011, 0.160, 0.084, 0.076, 0.074, 0.094, 0.046, 0.086, 0.139, 0.077, -0.046, 0.091, 0.117, 0.104, 0.113, 0.171, 0.117, 0.117, 0.036, 0.071, 0.094, 0.051, -1.548, 0.519, 0.542, 0.552, -0.045, -1.540, 0.537, 0.528, 0.490, 0.003, -1.500, 0.506, 0.653, 0.507, -0.021, -1.568, 0.521, 0.520, 0.546, -0.024, -1.538, 0.505, 0.546, 0.540, 0.016, -1.485, 0.540, 0.560, 0.581, 0.024, -1.543, 0.469, 0.541, 0.531, 0.005, -1.544, 0.516, 0.513, 0.518, 0.015, -1.537, 0.537, 0.532, 0.469, -0.011, -1.520, 0.484, 0.508, 0.544, 0.016, -1.538

# 2
Density functional theory data (the ωB97M-V functional and the def2-TZVPD basis) for C6H10O in the gas phase.

## Properties
Frontier orbital gap, Eh: 0.39331
Lowest unoccupied orbital energy, eV: 0.820

Element x y z (Å)
C  -2.089  0.189  -0.019
C  -0.583  0.093  -0.031
C  0.362  0.281  -1.238
C  1.267  -0.016  -0.036
O  2.631  -0.226  -0.135
C  0.319  -1.131  0.389
C  0.405  0.970  0.797
H  -2.529  -0.565  -0.679
H  -2.488  0.033  0.990
H  -2.426  1.176  -0.363
H  0.439  1.287  -1.667
H  0.310  -0.491  -2.012
H  2.716  -1.040  0.382
H  0.267  -1.396  1.457
H  0.535  -2.034  -0.227
H  0.353  0.855  1.890
H  0.511  2.017  0.502

Electronic structure analysis, Löwdin charges in units of e: -0.029, -0.410, -0.039, -0.519, 0.037, -0.048, -0.028, 0.079, 0.078, 0.081, 0.116, 0.117, 0.101, 0.114, 0.125, 0.114, 0.110

# 3
Density functional theory data (the ωB97M-V functional and the def2-TZVPD basis) for a molecular structure, C25H26N12O3V.

## Properties
Frontier orbital gap (alpha / beta), Eh: 0.17961 / 0.21444
Charge: +3
Spin multiplicity: 3
Lowest unoccupied orbital energy (alpha / beta), eV: -10.959 / -10.011

Element x y z (Å)
V  1.234  0.714  -1.711
C  2.720  2.119  3.519
N  2.826  1.598  2.106
C  2.203  1.977  1.010
N  2.353  1.088  0.035
C  3.104  0.113  0.641
N  3.411  0.361  1.883
C  1.219  2.158  3.834
C  0.830  3.182  4.682
C  -0.442  3.263  5.173
C  -1.408  2.359  4.714
C  -1.035  1.312  3.880
C  0.344  1.180  3.475
C  -1.998  0.289  3.491
N  -3.155  -0.063  3.935
N  -3.588  -1.123  3.236
C  -2.656  -1.429  2.391
O  -1.600  -0.620  2.544
C  -2.633  -2.527  1.409
C  -3.795  -3.103  1.077
C  -3.821  -4.208  0.174
C  -2.646  -4.538  -0.498
C  -1.451  -3.970  -0.205
C  -0.197  -4.422  -0.927
N  0.352  -3.327  -1.729
C  1.112  -2.371  -1.253
N  1.124  -1.361  -2.112
C  0.265  -1.804  -3.113
N  -0.228  -2.985  -2.867
C  -1.398  -2.936  0.722
H  3.186  3.079  3.567
H  3.307  1.433  4.110
H  1.677  2.941  1.029
H  3.498  -0.682  0.074
H  1.604  3.899  5.020
H  -0.760  4.021  5.839
H  -2.459  2.413  5.027
H  0.689  0.401  2.787
H  -4.714  -2.835  1.558
H  -4.743  -4.589  -0.225
H  -2.595  -5.240  -1.348
H  -0.439  -5.222  -1.588
H  0.536  -4.816  -0.244
H  1.724  -2.526  -0.403
H  0.070  -1.206  -4.012
H  -0.440  -2.579  1.136
C  -2.726  2.004  -3.838
O  -2.652  1.721  -2.421
C  -1.547  1.510  -1.812
O  -0.398  1.549  -2.362
N  -1.637  0.998  -0.507
N  -0.434  0.374  -0.011
H  -1.928  1.483  -4.383
H  -2.697  3.113  -4.015
H  -3.620  1.539  -4.172
H  -2.482  0.873  0.012
H  -0.645  -0.637  0.079
H  -0.170  0.718  0.941
N  3.844  1.347  -3.327
C  4.303  1.782  -4.512
C  3.184  2.136  -5.242
C  2.079  1.796  -4.478
N  2.437  1.283  -3.285
H  4.423  0.898  -2.662
H  5.302  1.700  -4.774
H  3.174  2.468  -6.287
H  1.006  1.932  -4.787

Electronic structure analysis, Löwdin charges in units of e: 1.163, 0.009, -0.059, -0.127, -0.043, -0.183, 0.190, -0.223, -0.019, -0.008, 0.026, -0.110, 0.011, -0.265, 0.141, 0.144, -0.294, 0.070, -0.126, 0.001, 0.032, -0.023, -0.227, -0.027, -0.077, -0.130, -0.021, -0.128, 0.191, 0.018, 0.130, 0.144, 0.181, 0.113, 0.144, 0.119, 0.143, 0.110, 0.130, 0.124, 0.141, 0.131, 0.147, 0.147, 0.142, 0.120, 0.054, 0.080, -0.432, -0.079, 0.117, 0.059, 0.098, 0.143, 0.104, 0.170, 0.085, 0.094, 0.046, 0.015, -0.002, -0.103, -0.098, 0.154, 0.135, 0.141, 0.147

# 4
Density functional theory data (the ωB97M-V functional and the def2-TZVPD basis) for C22H32NO5P in the gas phase.

## Properties
Frontier orbital gap, Eh: 0.30720
SMILES string: COc1ccc([C@H](O)[P@](=O)(OCCC(C)C)c2ccc(N(C)C)cc2)cc1OC
Lowest unoccupied orbital energy, eV: 0.652

Element x y z (Å)
C  5.186  -1.776  0.850
O  4.084  -1.301  1.591
C  3.292  -0.303  1.092
C  2.550  0.380  2.048
C  1.660  1.379  1.705
C  1.519  1.736  0.378
C  0.471  2.705  -0.087
O  -0.189  3.322  0.979
P  -0.666  1.673  -1.156
O  -0.312  1.629  -2.581
O  -2.051  2.493  -0.886
C  -3.073  2.359  -1.861
C  -3.709  0.975  -1.831
C  -4.384  0.640  -0.497
C  -4.559  -0.871  -0.363
C  -5.733  1.343  -0.367
C  -0.791  0.075  -0.329
C  -1.143  -0.015  1.011
C  -1.093  -1.222  1.668
C  -0.667  -2.390  1.012
N  -0.613  -3.593  1.663
C  -0.852  -3.656  3.084
C  0.048  -4.715  1.039
C  -0.319  -2.281  -0.345
C  -0.378  -1.069  -0.995
C  2.267  1.077  -0.590
C  3.138  0.049  -0.263
O  3.836  -0.660  -1.207
C  3.654  -0.330  -2.563
H  5.765  -2.377  1.552
H  4.874  -2.398  0.009
H  5.804  -0.956  0.479
H  2.683  0.089  3.077
H  1.080  1.885  2.460
H  0.919  3.458  -0.763
H  -1.062  3.589  0.666
H  -3.799  3.146  -1.638
H  -2.640  2.537  -2.852
H  -2.908  0.255  -2.023
H  -4.434  0.905  -2.645
H  -3.729  0.981  0.312
H  -5.051  -1.115  0.576
H  -5.167  -1.255  -1.180
H  -3.593  -1.371  -0.384
H  -6.410  1.012  -1.152
H  -5.623  2.422  -0.442
H  -6.187  1.116  0.595
H  -1.446  0.876  1.542
H  -1.367  -1.249  2.709
H  -0.118  -3.072  3.651
H  -1.852  -3.284  3.317
H  -0.797  -4.691  3.414
H  0.068  -5.554  1.730
H  -0.493  -5.030  0.143
H  1.080  -4.474  0.760
H  0.011  -3.145  -0.897
H  -0.100  -0.990  -2.036
H  2.129  1.370  -1.618
H  2.608  -0.433  -2.866
H  4.265  -1.040  -3.118
H  3.995  0.688  -2.779

Electronic structure analysis, Löwdin charges in units of e: -0.081, -0.076, -0.198, 0.013, -0.035, -0.237, -0.349, -0.035, 0.702, -0.273, -0.241, -0.225, -0.158, -0.434, -0.069, -0.072, -0.281, -0.078, -0.012, -0.226, -0.189, -0.067, -0.065, -0.013, -0.069, 0.008, -0.180, -0.109, -0.070, 0.091, 0.087, 0.098, 0.121, 0.115, 0.146, 0.085, 0.121, 0.116, 0.102, 0.128, 0.119, 0.077, 0.082, 0.064, 0.081, 0.069, 0.076, 0.117, 0.097, 0.095, 0.087, 0.082, 0.081, 0.088, 0.094, 0.095, 0.111, 0.105, 0.093, 0.096, 0.100

E_tot
In order: -22081.50840; -309.77568; -2794.12279; -1629.85316
Unit: Eh